# 1
72
Properties=species:S:1:pos:R:3:forces:R:3:mulliken_charge:R:1 method="wB97M-V/def2-TZVPD" e_above_lowest_kj_mol=64.6 molar_mass_g_mol=746.1 charge=+1 lumo_energy_ev=-3.382 orbital_gap_ha=0.218 total_energy_ha=-2902.5088 max_force_ev_per_a=0.7
Ba -0.196552 0.180784 0.027290 0.0 0.4 -0.4 1.35
S -1.468979 2.259615 1.956163 -0.3 -0.1 0.0 -0.34
C 0.174773 2.621461 2.105720 0.2 0.3 0.2 0.13
N 1.181044 2.112380 1.414805 0.2 0.0 0.0 -0.07
C 2.400544 2.633312 1.812075 0.1 0.1 0.1 -0.68
C 3.643295 2.284127 1.283233 0.0 -0.1 0.0 0.07
C 4.787954 2.897151 1.766724 0.0 0.0 0.0 -0.85
C 4.711125 3.856411 2.773789 0.0 0.0 0.0 -0.52
C 3.485002 4.211267 3.316524 0.0 0.0 0.0 -0.47
C 2.340212 3.595958 2.833556 -0.1 0.0 0.0 0.65
S 0.680189 3.813762 3.302622 0.1 0.0 -0.1 -0.27
H 3.706703 1.522915 0.511071 0.0 0.0 0.0 0.43
H 5.755542 2.627850 1.363801 0.0 0.0 0.0 0.41
H 5.613400 4.326476 3.140207 0.0 0.0 0.0 0.39
H 3.419635 4.951857 4.102372 0.0 0.0 0.0 0.40
C 3.068054 4.508888 -2.877313 0.0 0.0 0.0 -1.23
C 1.625139 4.215212 -3.039165 0.0 -0.1 0.0 0.88
N 0.774548 4.911821 -3.709940 0.0 0.1 0.0 -0.77
N -0.414976 4.261025 -3.541094 0.1 -0.2 0.0 0.23
C -0.335132 3.151647 -2.785494 0.1 0.3 0.0 0.24
S -1.573843 2.144160 -2.334247 -0.1 -0.3 0.0 -0.42
N 0.998184 3.116346 -2.467783 0.1 0.1 0.0 0.28
N 1.584417 2.145378 -1.665014 0.0 -0.1 -0.1 -0.42
H 3.296833 5.432949 -3.400218 0.0 0.0 0.0 0.36
H 3.680637 3.708400 -3.295442 0.0 0.0 0.0 0.30
H 3.325092 4.624847 -1.822995 0.0 0.0 0.0 0.29
H -1.261653 4.630272 -3.940079 0.0 0.0 0.0 0.18
H 1.911869 2.563016 -0.796203 0.0 0.0 0.0 0.10
H 2.361186 1.731118 -2.169447 0.0 0.0 0.0 0.22
C -3.915574 -2.477674 2.821501 0.0 0.0 0.0 -1.04
N -2.567660 -2.827805 3.238907 0.0 -0.1 0.0 0.16
C -2.381483 -3.677706 4.405100 0.0 0.0 0.0 -1.01
C -1.523396 -2.279457 2.552938 -0.2 0.0 0.0 0.12
N -1.644662 -1.460720 1.569932 0.0 -0.3 0.1 0.11
N -0.276354 -2.692959 3.009356 0.0 -0.1 0.1 -0.10
C 0.980072 -2.216224 2.698398 0.3 0.0 -0.1 0.13
N 1.949696 -2.792851 3.494317 -0.1 0.0 0.1 -0.52
N 1.229112 -1.393357 1.748863 0.0 -0.2 0.2 -0.03
H -4.629533 -3.003619 3.447110 0.0 0.0 0.0 0.25
H -4.094834 -2.771618 1.784236 0.0 0.0 0.0 0.40
H -4.102287 -1.405697 2.929250 0.0 0.0 0.0 0.37
H -3.353753 -3.945325 4.805284 0.0 0.0 0.0 0.28
H -1.835221 -3.163600 5.199991 0.0 0.0 0.0 0.38
H -1.875659 -4.615122 4.153423 0.0 0.0 0.0 0.35
H -2.621061 -1.237115 1.418253 0.0 0.0 0.0 -0.28
H -0.281589 -3.441778 3.678907 0.0 0.0 -0.1 0.15
H 1.693198 -3.032477 4.439464 0.0 0.0 0.0 0.19
H 2.867541 -2.384207 3.429587 0.0 0.0 0.0 0.26
H 2.214982 -1.151338 1.776052 0.1 0.1 0.0 -0.07
C -5.817511 -0.874948 -2.200710 0.1 0.0 0.0 -0.48
C -5.050473 -0.165619 -1.289493 -0.2 0.0 0.0 -1.14
C -3.680652 -0.353113 -1.234914 0.3 -0.1 0.0 0.23
C -3.058165 -1.255170 -2.099069 -0.7 -0.1 -0.2 -0.33
C -3.840372 -1.966207 -3.019155 0.3 0.0 0.1 -0.27
C -5.206125 -1.776944 -3.065351 -0.1 0.0 0.0 -0.66
N -1.651707 -1.408205 -1.998342 0.2 -0.1 -0.1 1.11
N -1.147713 -2.187863 -2.822648 -0.4 0.1 0.0 -0.67
C 0.256018 -2.359092 -2.726229 0.3 -0.2 0.2 -0.26
C 0.793072 -3.398301 -3.481492 -0.2 0.2 0.0 -0.38
C 2.155315 -3.626210 -3.423151 0.1 0.1 0.1 -0.42
C 2.927271 -2.814598 -2.605821 0.0 -0.1 0.0 -0.78
C 2.294844 -1.820661 -1.877311 0.0 0.1 0.0 -0.33
N 0.988253 -1.577998 -1.932204 0.1 -0.2 -0.1 0.34
H -6.887930 -0.725081 -2.242305 0.0 0.0 0.0 0.42
H -5.521364 0.545072 -0.623495 0.0 0.0 0.0 0.45
H -3.115727 0.227097 -0.513759 0.1 0.0 -0.1 0.63
H -3.355732 -2.662486 -3.687725 0.0 0.0 0.0 0.47
H -5.801828 -2.330098 -3.778807 0.0 0.0 0.0 0.40
H 0.131798 -3.989983 -4.097761 0.0 0.0 0.0 0.51
H 2.611601 -4.418641 -4.000311 0.0 0.0 0.0 0.40
H 3.995899 -2.953205 -2.524434 0.0 0.0 0.0 0.43
H 2.875445 -1.177474 -1.221889 0.0 0.0 0.0 0.35

***

# 2
17
Properties=species:S:1:pos:R:3:forces:R:3:mulliken_charge:R:1 method="wB97M-V/def2-TZVPD" e_above_lowest_kj_mol=499.4 molar_mass_g_mol=94.2 lumo_energy_ev="0.417 / 0.643" orbital_gap_ha="0.293 / 0.303" total_energy_ha=-272.5278 max_force_ev_per_a=3.0
C 0.947751 1.600317 -0.666315 0.1 0.0 0.0 -1.40
C -0.400125 0.977899 -0.938280 0.1 -0.1 -0.3 0.03
C -0.623207 -0.570737 -0.856389 0.0 0.1 -0.4 -0.29
C 0.386947 -1.502996 -0.171028 -0.3 0.1 0.3 -0.47
C 0.208997 -1.127683 1.291561 1.0 -1.3 -0.2 -0.64
C -0.662771 0.001160 1.441010 -2.8 0.1 1.0 -0.40
C -1.196120 0.358381 0.135327 0.8 0.9 -1.6 -0.28
H 1.626611 1.442464 -1.514071 -0.1 0.0 0.1 0.31
H 0.856691 2.680529 -0.506317 0.0 -0.2 0.0 0.35
H 1.417766 1.160844 0.220787 -0.1 0.1 -0.1 0.33
H -0.933728 1.403590 -1.789744 0.1 -0.1 0.2 0.41
H -1.221250 -0.961879 -1.679463 0.1 0.1 0.2 0.43
H 1.436575 -1.425079 -0.508416 -0.3 0.1 0.0 0.23
H 0.094148 -2.545065 -0.363995 0.1 0.1 0.1 0.34
H 0.361096 -1.856607 2.086917 0.1 0.2 -0.1 0.37
H -0.539905 0.741336 2.235602 0.3 0.0 -0.3 0.42
H -1.759474 -0.376475 1.582813 0.9 -0.2 1.2 0.26

***

# 3
18
Properties=species:S:1:pos:R:3:forces:R:3:mulliken_charge:R:1 method="wB97M-V/def2-TZVPD" e_above_lowest_kj_mol=470.1 smiles="NN(C=C=O)CNN=C=[NH2+]" molar_mass_g_mol=142.1 charge=+1 lumo_energy_ev=-3.697 orbital_gap_ha=0.288 total_energy_ha=-505.8058 max_force_ev_per_a=3.9
N 0.899362 -0.848632 1.344881 -0.4 2.0 -1.0 -0.57
N 1.296889 0.307370 0.617043 -1.0 0.5 0.6 0.22
C 2.215410 0.355321 -0.490403 0.5 -1.6 1.5 -0.37
C 3.392136 -0.238360 -0.406004 3.1 -0.5 -0.3 0.42
O 4.486540 -0.685945 -0.429792 -2.8 0.8 0.2 -0.34
C 0.205241 1.201258 0.505305 0.1 2.0 1.8 -0.56
N -0.649953 1.009869 -0.682937 2.9 1.2 -2.2 -0.32
N -1.588018 0.130308 -0.632199 -0.2 0.8 -0.4 0.49
C -2.647794 -0.310608 -0.571812 0.0 -1.1 0.3 0.23
N -3.702450 -1.033381 -0.472455 -1.3 2.9 -0.1 -0.37
H 1.517899 -0.979893 2.086165 1.1 -0.7 1.2 0.23
H 0.720523 -1.623831 0.782059 0.1 -1.7 -1.0 0.20
H 2.056808 0.763358 -1.454265 -0.7 0.4 -0.7 0.25
H -0.451943 1.183834 1.421571 0.7 -0.5 -1.1 0.39
H 0.595229 2.272271 0.541532 -0.5 -1.2 -0.9 0.30
H -0.047996 1.052291 -1.603211 -2.1 -0.4 2.1 0.30
H -3.730655 -1.975163 -0.339081 0.6 -3.3 0.3 0.24
H -4.567236 -0.580069 -0.216405 -0.1 0.3 -0.2 0.27